(1)
Molecular formula: C10H23MoN2O3
Method: DFT, ωB97M-V with the def2-TZVPD basis set

Positions of all 39 atoms, in Å:
Mo1 -0.25 -0.81 0.03
C1 -2.14 -2.77 0.38
N1 -0.71 -2.73 0.79
C2 0.03 -3.87 0.16
C3 -0.53 -2.75 2.28
C4 -0.90 -1.39 2.84
N2 -0.15 -0.32 2.08
C5 -0.91 0.95 2.04
C6 1.22 -0.12 2.64
H1 -2.64 -3.66 0.76
H2 -2.20 -2.80 -0.71
H3 -2.69 -1.90 0.77
H4 -0.37 -4.81 0.55
H5 1.09 -3.79 0.40
H6 -0.11 -3.85 -0.92
H7 0.51 -2.99 2.47
H8 -1.14 -3.54 2.72
H9 -0.65 -1.33 3.90
H10 -1.97 -1.19 2.75
H11 -1.41 1.18 2.99
H12 -1.73 0.89 1.29
H13 -0.24 1.76 1.78
H14 1.14 0.28 3.65
H15 1.77 0.58 2.01
H16 1.75 -1.07 2.67
C7 0.37 4.37 -3.10
C8 0.77 2.89 -3.01
C9 2.19 2.66 -2.52
O1 -0.15 2.10 -2.27
C10 0.73 2.35 -4.45
O2 0.71 1.97 -5.49
O3 1.19 -0.81 -0.69
H17 0.45 4.78 -2.10
H18 -0.65 4.49 -3.47
H19 1.05 4.92 -3.75
H20 2.26 3.12 -1.54
H21 2.92 3.14 -3.17
H22 2.42 1.59 -2.45
H23 -1.02 2.52 -2.35

Total charge: +3
LUMO: -11.6 eV
Molecular weight: 315.245 g mol⁻¹

The molecule's Löwdin atomic charges, reported in e, are given here: Mo 1.567; C -0.045; N -0.412; C -0.012; C -0.128; C -0.132; N -0.411; C -0.045; C -0.006; H 0.138; H 0.113; H 0.094; H 0.126; H 0.109; H 0.107; H 0.136; H 0.160; H 0.159; H 0.130; H 0.133; H 0.097; H 0.110; H 0.126; H 0.102; H 0.106; C 0.037; C -0.550; C 0.033; O 0.012; C 0.166; O 0.454; O -0.321; H 0.125; H 0.119; H 0.128; H 0.119; H 0.127; H 0.103; H 0.128

***

(2)
Molecular formula: C10H23N2O3S
Method: DFT, ωB97M-V with the def2-TZVPD basis set

Positions of all 39 atoms, in Å:
N1 -1.58 1.92 -1.65
C1 -1.39 2.29 -3.11
C2 -1.35 3.90 -3.44
C3 0.26 4.11 -3.04
C4 0.80 2.79 -3.86
S1 2.51 2.89 -4.62
N2 -0.16 1.81 -3.86
H1 -0.74 1.43 -1.27
H2 -1.78 2.82 -1.16
H3 -2.27 1.79 -3.72
H4 -2.12 4.55 -2.85
H5 -1.35 4.01 -4.62
H6 0.35 3.81 -1.89
H7 0.75 5.15 -3.28
H8 2.45 4.07 -5.44
H9 0.00 0.91 -4.37
C5 -0.49 -0.65 4.85
O1 0.32 -1.08 3.76
C6 1.13 -2.21 4.09
C7 1.35 -3.10 2.87
O2 0.20 -3.89 2.52
C8 -0.90 -3.18 1.94
C9 -0.63 -2.67 0.52
O3 0.18 -1.50 0.57
C10 0.99 -1.34 -0.59
H10 0.14 -0.27 5.66
H11 -1.14 0.15 4.49
H12 -1.12 -1.47 5.21
H13 0.67 -2.80 4.89
H14 2.09 -1.82 4.44
H15 2.14 -3.82 3.11
H16 1.71 -2.53 2.01
H17 -1.25 -2.39 2.60
H18 -1.71 -3.92 1.88
H19 -1.57 -2.41 0.04
H20 -0.13 -3.46 -0.06
H21 1.62 -2.22 -0.74
H22 1.64 -0.48 -0.44
H23 0.36 -1.17 -1.47

Total charge: +1
LUMO: -5.3 eV
Molecular weight: 251.372 g mol⁻¹

The molecule's natural (NBO) atomic charges, reported in e, are given here: N -0.824; C 0.096; C -0.414; C -0.501; C 0.325; S 0.084; N -0.519; H 0.392; H 0.385; H 0.225; H 0.273; H 0.236; H 0.269; H 0.284; H 0.217; H 0.469; C -0.251; O -0.556; C -0.097; C -0.088; O -0.537; C -0.090; C -0.098; O -0.548; C -0.251; H 0.172; H 0.190; H 0.170; H 0.181; H 0.177; H 0.194; H 0.182; H 0.196; H 0.194; H 0.173; H 0.178; H 0.182; H 0.185; H 0.144

***

Let's list orbital gap in order: 8.3 5.7 eV.